[1]
138
Properties=species:S:1:pos:R:3:lowdin_charge:R:1 method="wB97M-V/def2-TZVPD" de_lowest_kj_mol=0.0 multiplicity=1 e_homo_ev=-8.929 gap_ha=0.346 smiles="CC(=O)OCCCC[SiH2]F.COCCOCCOC.COCCOCCOC.COCCOCCOC.COCCOCCOC.COCCOCCOC" energy_ha=-3089.65112
C 3.72972 1.58720 0.97904 0.0196
C 4.61701 0.61827 0.25068 -0.5605
O 4.95882 0.80239 -0.86987 0.1215
O 4.97993 -0.50720 0.92986 -0.0356
C 6.32206 -0.52756 1.44477 -0.1867
C 6.47941 0.22926 2.76381 -0.1856
C 7.95051 0.49927 3.13087 -0.2567
C 8.49073 1.90038 2.76820 -0.3089
Si 8.39705 2.52376 1.00805 0.5809
F 9.72955 2.03379 0.23698 -0.2205
H 3.34235 1.20074 1.92323 0.0852
H 4.31991 2.48937 1.18575 0.0964
H 2.89357 1.88431 0.33305 0.0727
H 7.01848 -0.18279 0.67008 0.1058
H 6.53809 -1.58860 1.61627 0.1325
H 6.01751 -0.38554 3.54724 0.1173
H 5.92632 1.17828 2.75442 0.1070
H 8.04209 0.39612 4.22040 0.1045
H 8.59962 -0.28293 2.71123 0.1134
H 8.02300 2.65472 3.41802 0.0744
H 9.56601 1.91777 3.00432 0.0764
H 7.21774 2.05730 0.26068 -0.0278
H 8.40284 4.00190 0.99544 -0.0354
C 1.20343 -1.15045 0.51422 -0.0882
O 0.00314 -0.42487 0.37583 -0.2261
C -1.07594 -1.16697 -0.17293 -0.1874
C -2.39577 -0.57392 0.25994 -0.1797
O -2.75007 -0.83849 1.60496 -0.1160
C -2.07649 -0.11032 2.61840 -0.1793
C -2.52883 1.32350 2.76362 -0.1946
O -2.02296 2.13090 1.71106 -0.1975
C -2.86548 3.20697 1.37701 -0.1096
H 1.67801 -1.33730 -0.45687 0.0827
H 1.87129 -0.54434 1.12305 0.0764
H 1.04196 -2.10848 1.02088 0.0961
H -1.02436 -2.21526 0.14414 0.1321
H -1.02700 -1.13767 -1.26994 0.1166
H -3.17460 -1.05641 -0.33553 0.1274
H -2.41906 0.49742 0.04451 0.1209
H -0.99248 -0.15694 2.49373 0.1220
H -2.33357 -0.62293 3.54819 0.1298
H -2.15605 1.70401 3.72451 0.1186
H -3.62489 1.35459 2.78099 0.1283
H -3.87827 2.86157 1.13810 0.0900
H -2.44392 3.69144 0.49724 0.0746
H -2.92627 3.94212 2.18885 0.0862
C -1.72569 4.42377 -3.20227 -0.1046
O -0.34821 4.16517 -3.30887 -0.2000
C 0.46373 4.90831 -2.41924 -0.1987
C 1.66239 4.08442 -2.00174 -0.1759
O 1.34210 3.08827 -1.04411 -0.1335
C 0.60688 1.95530 -1.48037 -0.1672
C 1.41960 0.91502 -2.21085 -0.1931
O 1.77186 1.30735 -3.52771 -0.1928
C 2.97506 0.68220 -3.92553 -0.0971
H -2.01223 5.41461 -3.57292 0.0918
H -2.22851 3.66748 -3.80366 0.0712
H -2.06366 4.32159 -2.16372 0.0805
H -0.10091 5.18467 -1.52019 0.1255
H 0.80163 5.82973 -2.91285 0.1273
H 2.36151 4.74792 -1.48726 0.1278
H 2.16754 3.66702 -2.87635 0.1265
H -0.26432 2.25160 -2.06905 0.1115
H 0.25317 1.48133 -0.56204 0.1146
H 0.82269 -0.00585 -2.25839 0.1128
H 2.32749 0.70203 -1.63338 0.1038
H 3.76697 0.88235 -3.19647 0.0757
H 3.27871 1.07739 -4.89392 0.0878
H 2.84197 -0.40373 -4.01128 0.0918
C -2.16519 1.23479 10.62819 -0.1127
O -1.41432 1.82453 9.59269 -0.1951
C -0.93772 0.88755 8.64580 -0.2081
C -0.69361 1.53768 7.30356 -0.1831
O -1.87041 1.81729 6.56419 -0.1364
C -2.67615 2.90941 6.97446 -0.1839
C -2.10950 4.26715 6.62740 -0.2067
O -1.03617 4.61614 7.48099 -0.1936
C -0.09080 5.46288 6.87058 -0.1135
H -1.53824 0.61333 11.27827 0.0879
H -2.59360 2.04158 11.22008 0.0878
H -2.97907 0.61915 10.22835 0.0876
H -1.65690 0.06842 8.52255 0.1265
H 0.01104 0.46056 9.00070 0.1284
H -0.15191 0.81150 6.69262 0.1279
H -0.06565 2.42464 7.41159 0.1225
H -2.92400 2.85023 8.03623 0.1227
H -3.60161 2.79812 6.40390 0.1271
H -2.91180 5.01143 6.72807 0.1288
H -1.78025 4.25975 5.58089 0.1218
H 0.28709 5.02992 5.93698 0.0878
H 0.73946 5.57821 7.56511 0.0877
H -0.51181 6.45202 6.65595 0.0882
C -0.15493 0.50874 -6.31793 -0.0982
O -1.09632 -0.03313 -5.41327 -0.1920
C -1.90022 0.96824 -4.81791 -0.2073
C -3.24992 0.42177 -4.41670 -0.1794
O -4.14191 0.20500 -5.49615 -0.1183
C -3.91966 -0.93662 -6.30588 -0.1814
C -4.37709 -2.23813 -5.68602 -0.1880
O -3.49097 -2.67002 -4.66752 -0.2289
C -4.12340 -3.42542 -3.66066 -0.1071
H 0.59285 1.10978 -5.79652 0.0762
H 0.33315 -0.32393 -6.82068 0.0892
H -0.65060 1.13147 -7.07230 0.0896
H -2.03318 1.80683 -5.51281 0.1268
H -1.39245 1.34882 -3.92029 0.1127
H -3.73614 1.18228 -3.79998 0.1266
H -3.13189 -0.47980 -3.81055 0.1202
H -2.87703 -1.00725 -6.62350 0.1232
H -4.53575 -0.77224 -7.19321 0.1286
H -4.42023 -3.00057 -6.47636 0.1300
H -5.38829 -2.10643 -5.28277 0.1275
H -4.96973 -2.88058 -3.22667 0.0958
H -3.38813 -3.60956 -2.87841 0.0905
H -4.48183 -4.38926 -4.04159 0.0918
C -4.12685 -7.69250 -1.70052 -0.1141
O -2.82686 -7.19127 -1.90262 -0.1950
C -1.96309 -8.11604 -2.53722 -0.2073
C -0.84702 -7.40863 -3.27067 -0.1857
O -1.24128 -6.80232 -4.48809 -0.1186
C -1.95174 -5.57710 -4.41600 -0.1864
C -1.08917 -4.37154 -4.12630 -0.1981
O -0.68991 -4.33915 -2.76614 -0.1951
C 0.54089 -3.68935 -2.55657 -0.1113
H -4.13813 -8.49920 -0.95795 0.0876
H -4.74006 -6.87046 -1.33529 0.0861
H -4.55859 -8.06693 -2.63583 0.0875
H -2.52298 -8.73694 -3.24734 0.1259
H -1.51696 -8.77673 -1.78022 0.1274
H -0.12303 -8.17280 -3.56358 0.1276
H -0.34345 -6.69832 -2.61096 0.1227
H -2.78149 -5.63553 -3.70769 0.0959
H -2.36799 -5.43703 -5.41660 0.1351
H -1.66890 -3.46880 -4.35714 0.1054
H -0.21055 -4.39147 -4.78228 0.1321
H 1.33985 -4.12378 -3.16879 0.0916
H 0.79953 -3.82080 -1.50626 0.0833
H 0.46868 -2.61593 -2.77174 0.0767

***

[2]
146
Properties=species:S:1:pos:R:3:lowdin_charge:R:1 method="wB97M-V/def2-TZVPD" total_charge=+1 multiplicity=1 e_homo_ev=-9.456 gap_ha=0.158 energy_ha=-9841.84598
C 4.04677 3.97028 -5.61099 -0.1378
C 2.54319 3.93071 -4.90046 -0.2159
C 1.94457 2.36894 -4.89277 -0.2226
N 1.51653 1.89779 -3.54831 -0.3323
C 0.32400 0.99011 -3.51409 -0.1669
N -0.90341 1.68038 -2.87210 0.1215
N 0.27893 -0.32934 -3.99015 0.0730
C 1.53946 -0.98856 -4.57174 -0.6268
Br 1.36765 -1.35032 -6.57440 0.6646
C 1.98373 -2.36507 -3.72921 -0.6357
C 2.28637 -2.07993 -2.14031 -0.1686
Br 3.78635 -2.88097 -4.53499 0.6211
C -1.07305 -1.07572 -3.89778 -0.1989
F -2.16134 -0.34839 -4.65500 -0.0036
F -1.02517 -2.41485 -4.59789 -0.0346
C -1.49491 -1.43669 -2.34430 -0.1325
C -2.46692 -2.71425 -2.13750 -0.2650
Si -4.15492 -2.75961 -2.97048 0.4842
C -3.94250 -3.70601 -4.67880 -0.2196
C -5.30275 -3.94299 -1.90181 -0.2136
C -5.12448 -1.14412 -3.22306 -0.2092
C -6.63800 -1.30250 -3.92230 -0.0477
C -7.62020 -0.03730 -4.26669 -0.0703
C -7.15760 1.50077 -3.93956 -0.0631
C -5.67400 1.69270 -3.22570 -0.0617
C -4.68259 0.39160 -2.87791 -0.0647
P 2.77494 1.57789 -2.37581 0.7358
O 3.93620 2.87574 -2.19630 -0.3554
Cl 1.79327 1.51954 -0.44524 0.2796
H 3.83487 4.19755 -6.76245 0.0956
H 4.71272 4.86251 -5.22620 0.0897
H 4.63735 2.96386 -5.49741 0.0707
H 1.85451 4.65430 -5.53874 0.1177
H 2.56525 4.40318 -3.81049 0.1072
H 0.99897 2.40597 -5.59801 0.1505
H 2.81838 1.71795 -5.37522 0.1185
H -0.92605 2.63058 -3.31780 0.1170
H -0.68823 1.77519 -1.83807 0.0839
H 2.49883 -0.32057 -4.51164 0.0653
H 1.28845 -3.27957 -3.94656 0.1080
H 1.75058 -2.96103 -1.54079 0.1028
H 3.44244 -2.19972 -1.88499 0.0835
H 1.83477 -1.08122 -1.72291 0.0149
H -0.46008 -1.71478 -1.81301 0.1205
H -1.87524 -0.48836 -1.72660 0.1117
H -1.85262 -3.68340 -2.46770 0.1145
H -2.61996 -2.85375 -0.96141 0.1141
H -5.04353 -3.97351 -5.01655 0.0470
H -3.34515 -3.07788 -5.46683 0.0394
H -3.41189 -4.73971 -4.40619 0.0631
H -5.77566 -3.22916 -1.08233 0.0578
H -4.60604 -4.69533 -1.30989 0.0507
H -6.10377 -4.49768 -2.55525 0.0522
H -7.03615 -2.38675 -4.18824 0.0887
H -8.66898 -0.27538 -4.78456 0.0956
H -7.88112 2.37812 -4.23558 0.0866
H -5.35035 2.79473 -2.97475 0.0695
H -3.63326 0.58530 -2.40570 0.0421
H 4.72634 2.57585 -2.76491 0.0850
O 2.86835 -4.46965 0.86569 -0.3125
P 3.77541 -5.53294 1.53217 0.7698
N 3.81305 -6.48089 0.11685 -0.3306
C 3.72387 -7.92542 -0.01841 -0.1331
C 4.76867 -5.98105 -0.88184 -0.1386
N 2.50470 -6.00803 2.59818 -0.3455
C 1.40949 -6.85763 2.13856 -0.1294
C 1.90213 -4.87458 3.32193 -0.1492
N 4.81815 -6.75526 2.29835 -0.3034
C 4.38759 -7.84205 3.17426 -0.1252
C 5.93433 -6.05863 2.95352 -0.1543
H 4.64791 -8.43281 0.28098 0.0819
H 3.52465 -8.20620 -1.06016 0.0877
H 2.89543 -8.35399 0.53756 0.0502
H 5.79346 -6.24853 -0.61120 0.0766
H 4.71250 -4.89585 -0.96127 0.0564
H 4.55168 -6.37563 -1.88046 0.0802
H 1.00560 -6.52674 1.17910 0.0858
H 0.58718 -6.88696 2.86403 0.0869
H 1.72387 -7.89767 2.06361 0.0500
H 1.17110 -4.33830 2.70906 0.0718
H 2.67013 -4.15646 3.63145 0.0721
H 1.39783 -5.21715 4.23234 0.0817
H 3.93484 -7.48560 4.10473 0.0890
H 5.24545 -8.46921 3.45048 0.0956
H 3.69685 -8.52382 2.67540 0.0625
H 5.59052 -5.52338 3.84626 0.0801
H 6.37608 -5.32614 2.26938 0.0749
H 6.73458 -6.75000 3.23683 0.0825
O -6.08160 -0.50408 1.45578 -0.2838
P -5.48008 0.81933 1.98898 0.7705
N -4.02786 0.05159 2.44154 -0.3244
C -3.23211 0.23688 3.64377 -0.1315
C -3.11379 -0.15739 1.30961 -0.1536
N -6.62105 0.86442 3.28241 -0.3462
C -6.46203 0.01759 4.46145 -0.1282
C -8.01596 0.72192 2.82905 -0.1456
N -4.78860 2.34069 2.60194 -0.3080
C -5.03264 2.94391 3.90971 -0.1270
C -4.98596 3.37774 1.57920 -0.1583
H -2.66863 1.17673 3.63337 0.0803
H -2.50289 -0.57521 3.75561 0.0868
H -3.82188 0.19452 4.55451 0.0518
H -2.60236 0.77121 1.04290 0.0663
H -3.65796 -0.50722 0.43291 0.0492
H -2.36328 -0.92331 1.53345 0.0788
H -6.21666 -1.01379 4.19834 0.0896
H -7.36916 0.00673 5.07817 0.0875
H -5.70040 0.41506 5.13083 0.0488
H -8.28319 -0.32336 2.64585 0.0776
H -8.18288 1.27771 1.89924 0.0727
H -8.71103 1.12602 3.57343 0.0812
H -6.07822 3.23124 4.05811 0.0887
H -4.42688 3.85203 4.02764 0.0934
H -4.71780 2.29421 4.72799 0.0626
H -6.04134 3.66716 1.51508 0.0809
H -4.67790 3.00312 0.59712 0.0653
H -4.38234 4.26837 1.78187 0.0791
O 1.98924 4.94445 3.97857 -0.2825
P 2.76270 5.90161 3.03880 0.7721
N 2.72516 4.77804 1.75843 -0.3219
C 3.77627 4.43000 0.81664 -0.1437
C 1.44126 4.76797 1.04293 -0.1498
N 4.19171 5.75025 3.99370 -0.3467
C 5.03897 4.56417 3.90479 -0.1305
C 3.96215 6.01493 5.42508 -0.1457
N 3.65184 7.00193 1.95847 -0.3090
C 5.09825 7.20166 1.91706 -0.1295
C 3.01229 8.32368 2.02452 -0.1560
H 3.93493 5.20593 0.05922 0.0804
H 3.52825 3.50407 0.28287 0.0190
H 4.72505 4.21509 1.29904 0.0541
H 1.36366 5.62284 0.36605 0.0742
H 0.60806 4.81496 1.74343 0.0701
H 1.30834 3.84628 0.46602 -0.0020
H 4.45794 3.63953 3.92949 0.0884
H 5.77334 4.52855 4.71891 0.0871
H 5.65266 4.58624 3.00532 0.0474
H 3.54033 5.14660 5.94051 0.0774
H 3.26951 6.85347 5.56079 0.0732
H 4.89771 6.28743 5.92609 0.0813
H 5.49818 7.61539 2.84803 0.0889
H 5.36188 7.90025 1.11208 0.0925
H 5.63382 6.28315 1.67148 0.0604
H 3.21386 8.80738 2.98739 0.0809
H 1.92684 8.22383 1.91706 0.0743
H 3.35137 8.97996 1.21645 0.0803

***

[3]
138
Properties=species:S:1:pos:R:3:lowdin_charge:R:1 method="wB97M-V/def2-TZVPD" total_charge=+1 multiplicity=1 e_homo_ev=-11.227 gap_ha=0.314 energy_ha=-8035.07515
C -0.27776 -5.55605 2.14452 0.0216
C 0.19547 -4.38801 1.73531 -0.1708
C 0.11198 -4.05508 0.24315 -0.1051
C 0.65541 -2.70162 -0.09739 -0.1449
N -0.03905 -1.76859 -0.85361 0.2461
C 0.66200 -0.66848 -1.02277 -0.2855
N 0.23538 0.45872 -1.72347 0.1245
C 0.84234 0.52917 -3.06314 -0.4418
C 0.83227 1.89995 -3.69399 0.0273
O 1.29524 -0.42782 -3.63571 0.1534
C -1.24050 0.46175 -1.86745 -0.4044
C -1.83635 -0.19134 -3.13609 0.0407
O -1.93915 0.91636 -1.02428 0.1701
N 1.82903 -0.85441 -0.41597 0.0156
C 2.79587 0.24086 -0.43878 -0.5850
Br 4.63328 -0.36802 -0.62893 0.9065
C 2.56161 1.30430 0.72109 -0.6861
C 3.84802 1.83287 1.35298 -0.1775
Br 1.28755 0.68582 2.07108 0.8069
C 1.83947 -2.12351 0.17597 -0.1375
C 2.96272 -2.74557 0.96651 -0.1408
C 3.48485 -1.92762 2.16168 -0.2892
C 4.89144 -2.48482 2.52514 -0.5540
S 5.81561 -1.36424 3.62065 0.7374
H -0.54857 -5.69931 3.18429 0.0690
H -0.40908 -6.35069 1.41454 0.0747
H 0.59861 -3.66951 2.44379 0.1036
H 0.62396 -4.79636 -0.38007 0.1369
H -0.95261 -4.06946 -0.01094 0.1214
H -0.96458 -2.01385 -1.17936 0.1805
H 1.47132 1.93392 -4.57264 0.0983
H 1.15931 2.67317 -2.99749 0.0813
H -0.19781 2.15260 -3.97925 0.0899
H -1.74964 0.44374 -4.02001 0.0874
H -1.31005 -1.13348 -3.33288 0.0918
H -2.88524 -0.45938 -2.99918 0.0894
H 2.59594 0.80466 -1.34696 0.0800
H 2.08806 2.17286 0.26208 0.0847
H 4.40649 1.07929 1.90798 0.0420
H 4.48594 2.25412 0.56921 0.0728
H 3.60542 2.67113 2.01105 0.0852
H 2.58623 -3.69235 1.36711 0.1182
H 3.76938 -3.02930 0.28367 0.0772
H 3.64058 -0.87939 1.94179 0.0081
H 2.85432 -2.11376 3.03409 0.1106
H 5.43937 -2.53632 1.57912 0.0416
H 4.85639 -3.50615 2.90494 0.0864
H 6.41306 -0.53247 2.73900 -0.1389
C 6.81385 -4.13842 -2.10491 -0.0848
C 6.73158 -4.95977 -0.83369 -0.2943
O 5.56110 -4.61269 -0.08767 -0.1055
H 6.83652 -3.07303 -1.86847 0.0541
H 7.70587 -4.38883 -2.67967 0.0837
H 5.93570 -4.31093 -2.73306 0.0776
H 7.59458 -4.77106 -0.19757 0.1172
H 6.70015 -6.02856 -1.06260 0.1133
H 4.80055 -4.79379 -0.64903 0.0740
C -5.00469 -2.38707 0.52099 -0.0735
C -4.97468 -1.47616 -0.69023 -0.3069
O -4.98144 -2.25495 -1.89279 -0.1001
H -4.14504 -3.06173 0.51454 0.0654
H -4.99112 -1.80982 1.44646 0.0715
H -5.90156 -3.01010 0.51186 0.0816
H -4.06927 -0.86558 -0.69528 0.0947
H -5.83849 -0.81404 -0.69468 0.0790
H -5.78156 -2.78976 -1.89729 0.0723
C -8.99271 -1.28187 -1.55727 -0.0862
C -8.98575 -0.92254 -3.03108 -0.3056
O -7.70779 -0.41301 -3.42280 -0.0884
H -8.74859 -0.41261 -0.95789 0.0502
H -9.96872 -1.66149 -1.24905 0.0809
H -8.23673 -2.04394 -1.34185 0.0651
H -9.72184 -0.14804 -3.24010 0.1126
H -9.22261 -1.79666 -3.64695 0.1077
H -7.05167 -1.09656 -3.25153 0.0543
C 4.23017 -2.13595 8.04377 -0.0873
C 4.59912 -0.66713 8.13212 -0.3144
O 5.77398 -0.38816 7.37267 -0.0942
H 5.05044 -2.75675 8.40634 0.0766
H 3.33758 -2.35233 8.63297 0.0743
H 4.04146 -2.42397 7.00583 0.0648
H 4.80660 -0.38611 9.16382 0.1138
H 3.77863 -0.04301 7.76324 0.0860
H 5.59131 -0.62530 6.45843 0.0191
C 2.23395 2.42570 6.20428 -0.0872
C 0.98089 1.57756 6.32878 -0.3229
O 1.02995 0.76681 7.49873 -0.0854
H 3.12152 1.79196 6.16867 0.0666
H 2.20402 3.04008 5.30205 0.0677
H 2.34302 3.08298 7.06975 0.0777
H 0.88697 0.90861 5.47316 0.0882
H 0.08802 2.21038 6.37109 0.1094
H 1.10275 1.35249 8.25866 0.0832
C 7.66367 -0.49468 -3.43598 -0.0938
C 6.89102 -0.28123 -4.72382 -0.3104
O 6.05703 -1.40158 -5.00988 -0.0834
H 8.27797 -1.39325 -3.50391 0.0763
H 8.31015 0.35708 -3.21836 0.0778
H 6.97526 -0.63591 -2.59861 0.0169
H 7.57334 -0.16187 -5.56360 0.1150
H 6.26776 0.61732 -4.65617 0.1053
H 5.44401 -1.50361 -4.27560 0.0657
C 4.68792 5.19931 -4.36639 -0.0827
C 3.41548 4.37733 -4.33278 -0.3112
O 3.39164 3.51497 -3.18712 -0.1191
H 5.56185 4.54733 -4.38831 0.0774
H 4.71097 5.84752 -5.24259 0.0815
H 4.77083 5.82035 -3.47106 0.0758
H 3.34561 3.74432 -5.21646 0.1133
H 2.53612 5.02847 -4.30440 0.1134
H 3.44444 4.07221 -2.40398 0.0795
C -1.10694 1.70172 -7.41347 -0.0929
C -0.70861 3.15788 -7.24690 -0.3240
O 0.49794 3.42951 -7.95172 -0.0825
H -0.31290 1.04590 -7.05000 0.0704
H -2.02616 1.48031 -6.86604 0.0695
H -1.26411 1.46190 -8.46668 0.0763
H -0.53305 3.38814 -6.19559 0.0921
H -1.49632 3.82190 -7.61592 0.1127
H 0.34490 3.23778 -8.88205 0.0833
C -8.02372 1.59908 2.34514 -0.0912
C -7.21983 0.36291 1.99084 -0.3025
O -7.30205 0.08305 0.59086 -0.1281
H -9.06853 1.46854 2.06481 0.0819
H -7.97074 1.80722 3.41484 0.0772
H -7.65436 2.47137 1.80179 0.0741
H -7.60600 -0.50866 2.51812 0.1163
H -6.16698 0.49633 2.26577 0.1065
H -6.95293 0.84967 0.12243 0.0920
C -10.61838 5.84669 4.31083 -0.0932
C -9.81678 4.61736 3.92660 -0.3301
O -9.90453 4.36487 2.52566 -0.0936
H -11.66502 5.72010 4.03263 0.0775
H -10.55994 6.03350 5.38419 0.0748
H -10.24879 6.72920 3.78304 0.0727
H -10.20066 3.73582 4.43853 0.1110
H -8.76320 4.74410 4.19965 0.1066
H -9.55702 5.13657 2.06854 0.0802